(1)
# C25H43DyF3P2

A structure of composition C25H43DyF3P2 (ωB97M-V/def2-TZVPD, the OMol25 dataset).

Results
- Relative energy (zero: lowest compared OMol25 entry of this formula, charge and spin): 88.7 kcal/mol
- LUMO level (spin up / spin down): -3.1 / -3.0 eV
- Total energy: -77426.686 eV

Geometry as ORCA input:
```
! RIJCOSX wB97M-V def2-TZVPD def2/J DEFGRID3
* xyz 1 6
H 2.725 2.404 -0.686
C 2.597 1.782 -1.586
H -0.850 -2.716 2.223
H -1.976 1.510 -6.750
C -0.673 -0.587 2.075
H -2.808 -1.953 -1.917
C -0.056 3.955 -7.140
H -3.644 -1.175 1.866
H -0.536 -0.251 -6.283
H -0.763 4.240 -6.342
H 1.357 -0.420 -8.068
C 2.336 -0.879 0.305
H 0.545 -1.923 -3.856
H 1.177 0.894 3.984
H 1.672 1.956 -8.727
F 2.998 -1.332 -0.835
C -0.133 3.115 1.361
H 3.265 0.917 -1.515
H 3.116 1.269 -7.999
H 0.038 4.851 -7.776
H 1.813 0.413 -3.893
H 1.832 -0.063 -6.419
C 1.302 0.359 -7.290
H 2.021 -0.127 2.799
H 2.844 2.353 -2.483
C 1.262 3.659 -6.487
H -0.340 -3.879 -2.133
C -0.127 0.568 -6.888
P -0.471 -1.660 -1.734
C -0.267 -3.315 -1.200
H -3.608 2.137 0.767
Dy 0.094 -0.024 0.096
H 1.521 4.364 -5.688
C -1.754 1.117 0.823
C -1.845 -0.280 1.247
H -2.657 -2.232 0.844
C -2.982 -1.198 0.992
P 0.925 1.291 -1.872
C 1.402 0.767 2.919
H -1.052 -3.628 -0.498
C 2.086 1.603 -7.776
H 1.983 1.632 2.585
H -3.561 -0.880 0.124
C 2.154 2.695 -6.748
C -0.551 1.692 1.418
H 0.952 3.226 1.252
C -0.962 1.576 -7.171
H 0.189 3.535 -1.638
H 1.767 -1.682 -2.578
H -2.306 -0.457 -2.736
H -1.946 -2.047 -3.481
H -1.667 3.202 -8.348
H 0.427 3.007 -3.329
H -1.051 2.531 -2.434
H -0.623 3.637 0.538
H -0.629 -1.856 3.760
H -2.403 2.782 -0.359
H 0.042 0.489 -3.920
C 0.908 0.177 -3.324
C 0.817 -1.314 -2.986
H -0.429 3.607 2.296
C 0.129 0.642 2.180
F 3.205 0.088 0.828
H 0.745 -2.078 2.658
C 0.027 2.720 -2.353
C -2.801 1.863 0.075
H 0.714 -3.494 -0.740
H 3.057 2.677 -6.122
C -0.331 -1.883 2.705
C -2.024 -1.501 -2.538
C -0.700 2.820 -7.972
H -0.091 2.617 -8.859
H -3.236 1.262 -0.731
F 2.422 -1.963 1.180
*
```

---

(2)
# C21H30IMnN3O2S

A structure of composition C21H30IMnN3O2S (ωB97M-V/def2-TZVPD, the OMol25 dataset).

Results
- LUMO level (spin up / spin down): -8.2 / -9.5 eV
- Total energy: -81057.426 eV

Geometry as ORCA input:
```
! RIJCOSX wB97M-V def2-TZVPD def2/J DEFGRID3
* xyz 2 6
H 0.026 4.275 1.262
C 1.904 -2.716 -2.836
H -1.125 1.475 -0.729
H 1.675 3.259 2.582
H -0.147 1.991 3.579
O -3.519 -2.188 1.793
H 3.391 3.426 -1.673
H -3.763 -0.266 -1.571
C 1.734 -0.438 -2.137
H -3.180 -1.597 -2.685
C 3.346 -2.398 -3.339
H 1.457 4.299 -0.644
H 0.131 -0.013 5.355
C -1.596 -0.090 -2.236
H -0.167 3.798 -1.314
C 1.365 0.339 3.433
C -2.863 -0.962 -1.765
C -3.572 -1.490 3.041
H 0.961 -4.902 -1.730
O -3.325 -2.150 4.088
H 3.412 -3.901 -4.708
C 0.590 -0.614 4.492
C 0.713 3.414 -0.667
H -0.596 -0.199 -0.136
C 0.419 1.431 2.745
H 1.856 -0.386 2.675
C -2.570 -2.006 -0.583
H 2.069 1.896 1.326
C 3.180 -0.216 -2.622
C -0.665 0.466 -1.058
H 4.795 -3.048 -4.591
N 4.070 -3.510 -3.998
H -0.797 2.671 0.946
C 1.247 2.502 1.832
C -3.917 0.054 3.237
H -0.372 0.862 2.129
H 2.217 0.831 4.037
H -4.958 0.340 2.820
H 1.392 -1.290 4.954
H -3.822 -0.514 0.566
H -2.120 -0.680 1.278
C 0.868 0.731 -1.511
H -0.193 -1.292 4.004
I 5.814 1.702 -3.081
N 1.095 -1.723 -2.226
C 2.925 2.397 -1.798
H -2.036 0.860 -2.776
H -1.052 -0.688 -3.051
H -3.153 0.766 2.759
Mn -2.406 0.632 -4.268
H -3.072 -3.022 -0.704
H -3.939 0.289 4.358
H -1.432 -2.196 -0.487
S 1.207 -4.414 -3.028
N 4.056 -1.163 -3.239
C 1.453 2.162 -1.311
C 0.203 3.212 0.840
C -2.980 -1.266 0.807
C 3.768 1.259 -2.435
*
```

---

(3)
# C5H11CeNP

A structure of composition C5H11CeNP (ωB97M-V/def2-TZVPD, the OMol25 dataset).

Results
- LUMO level (spin up / spin down): -4.1 / -4.1 eV
- Total energy: -29058.760 eV

Geometry as ORCA input:
```
! RIJCOSX wB97M-V def2-TZVPD def2/J DEFGRID3
* xyz 1 1
H 0.765 1.803 -1.724
H -0.490 -1.511 3.159
C -0.245 -2.324 -1.663
N -0.278 -0.522 3.007
Ce -0.071 -0.048 0.407
C -0.165 -1.396 -2.731
H 0.195 0.483 -3.637
H 0.560 -0.296 3.550
H 0.373 3.886 0.419
C 0.011 -2.132 -0.311
H -0.112 -2.986 0.376
C 0.187 -0.025 -2.658
C 0.533 0.736 -1.558
H -0.830 3.399 2.102
H -1.045 0.027 3.404
H -0.542 -3.333 -1.979
H 1.291 3.215 2.216
H -0.368 -1.786 -3.730
P 0.231 2.809 1.350
*
```

---

(4)
# C5H10N3P3

The molecule C5H10N3P3 (ωB97M-V/def2-TZVPD, the OMol25 dataset).

Results
- Relative energy (zero: lowest compared OMol25 entry of this formula, charge and spin): 0.0 kcal/mol
- LUMO level: 0.8 eV
- Structure (SMILES): Cc1nc(N)nc(P)c1[PH]#[PH2]
- Total energy: -37681.861 eV

Geometry as ORCA input:
```
! RIJCOSX wB97M-V def2-TZVPD def2/J DEFGRID3
* xyz 0 1
P -2.796 1.119 1.286
H -3.779 1.511 0.336
C 0.155 -1.642 -0.498
H 0.183 -3.755 -1.394
C 0.638 0.724 0.198
C 0.397 2.211 0.457
N 3.416 -1.246 0.753
H 1.174 2.875 0.028
H 3.678 -2.264 0.669
N 1.413 -1.945 -0.221
H -1.409 -2.649 -2.217
P -2.035 0.225 -0.602
H -2.469 -1.047 -0.264
H -1.987 2.356 1.163
N 1.781 0.254 0.611
C -0.333 -0.238 -0.257
P -0.907 -3.059 -1.044
H -0.647 2.359 0.010
H 4.008 -0.513 1.307
C 2.179 -0.977 0.384
H 0.331 2.277 1.573
*
```

---

(5)
# C7H14O

A cluster of 2 separate species, C7H14O in total (ωB97M-V/def2-TZVPD, the OMol25 dataset).

Results
- Relative energy (zero: lowest compared OMol25 entry of this formula, charge and spin): 65.5 kcal/mol
- LUMO level: 0.9 eV
- Structure (SMILES): C/C=C/O.C=C(C)C
- Total energy: -9530.924 eV

Geometry as ORCA input:
```
! RIJCOSX wB97M-V def2-TZVPD def2/J DEFGRID3
* xyz 0 1
O -2.168 -1.456 0.046
C 0.880 -1.358 1.076
H 0.585 -2.836 -1.160
H -1.509 2.420 -0.180
C -2.005 -0.111 -0.230
H -2.915 -1.659 0.730
H 1.704 -1.396 1.815
H 2.915 0.467 -0.584
C -2.644 0.887 0.343
H -1.155 0.064 -0.929
C 1.138 -1.917 -1.292
H 1.530 -1.656 -2.359
H 0.163 -0.752 1.670
C -2.545 2.352 0.203
H -3.514 0.540 0.866
H -2.811 2.915 1.044
H 1.521 0.919 -1.494
C 1.214 -1.019 -0.350
H 0.486 -2.354 1.220
C 1.814 0.321 -0.601
H -3.130 2.658 -0.635
H 1.493 1.133 0.069
*
```

---

(6)
# C33H53N2O2P2SSr

A structure of composition C33H53N2O2P2SSr (ωB97M-V/def2-TZVPD, the OMol25 dataset).

Results
- Relative energy (zero: lowest compared OMol25 entry of this formula, charge and spin): 120.8 kcal/mol
- LUMO level: -3.2 eV
- Total energy: -72395.265 eV

Geometry as ORCA input:
```
! RIJCOSX wB97M-V def2-TZVPD def2/J DEFGRID3
* xyz 1 1
H -5.832 -2.585 -4.065
C -4.860 -2.690 -0.292
C -3.422 1.951 -0.360
O 2.831 1.041 1.139
C -0.049 4.971 -1.127
H 1.855 -3.012 2.824
N -1.906 -0.938 -0.501
C 1.204 -0.712 -4.810
H -1.561 -2.609 1.333
H -1.271 0.470 5.295
C 3.302 -3.721 -1.019
H 4.727 -2.179 0.813
C -2.903 -1.473 -0.824
H 3.072 -0.268 -0.968
C 2.919 -2.410 -0.349
H -4.581 -2.714 0.771
C -2.901 3.677 -2.122
H 1.132 2.969 1.424
H 2.055 -5.008 1.235
C 1.188 3.646 0.562
H 1.036 0.174 4.714
C 0.928 -1.796 -4.013
H -3.497 2.776 0.355
S -0.641 0.614 2.989
C 0.781 -3.023 2.635
H 3.348 -1.359 1.558
H 0.737 4.764 -1.851
C 0.647 0.755 -3.004
H 4.474 -1.286 -1.324
C -1.341 1.271 4.536
H 3.009 -1.428 -2.316
C 0.295 2.094 -2.449
H -0.973 5.191 -1.663
H -2.126 0.344 -2.487
H 0.409 2.925 -3.152
H -0.833 2.143 4.803
H -3.719 -1.501 -3.301
H 1.273 1.453 -4.930
H 2.849 -3.827 -2.005
C -4.015 -2.042 -1.218
N 0.464 -0.334 -2.255
H -1.491 -4.282 1.900
C 0.414 -3.553 1.229
H 1.524 -0.848 -5.843
H 0.385 -2.012 2.799
C -2.633 1.283 -2.698
C -5.561 -2.617 -3.007
O -1.505 -0.663 2.961
H 1.010 -2.836 -4.360
C 0.987 -4.946 1.007
H -1.368 3.300 1.663
C 3.377 -1.271 -1.299
C -0.184 3.851 -0.119
H -3.079 1.068 0.182
H 1.938 3.273 -0.134
H -2.942 4.467 -1.370
H 0.809 -5.319 -0.004
H 0.477 -5.639 1.705
H -4.433 1.746 -0.741
H 3.498 -3.142 1.646
H -7.318 -3.729 -2.419
H 0.775 -3.671 -2.102
C -6.391 -3.256 -2.082
H -2.194 4.439 0.567
H 4.396 -3.715 -1.165
C 3.648 -2.264 1.011
H 0.310 -3.678 3.381
H 3.066 -4.605 -0.423
H 1.530 1.528 3.640
H -1.472 -3.953 0.161
C 0.571 -1.567 -2.694
C -6.043 -3.293 -0.727
H 1.710 -0.177 3.125
H -2.196 1.683 -3.620
P 1.108 -2.396 -0.042
H -6.694 -3.792 -0.004
C -1.228 4.154 0.981
H -0.740 -2.922 -1.576
C 1.073 0.582 -4.306
C -2.504 2.312 -1.568
C -4.377 -2.010 -2.579
Sr -0.135 0.000 0.124
H -3.691 1.072 -2.873
H 0.233 5.886 -0.579
H -0.856 4.997 1.580
P -0.685 2.347 -1.032
H -2.251 3.983 -2.941
H -2.380 1.446 4.322
C 1.822 0.735 0.654
H 1.525 4.622 0.938
C 0.344 -2.747 -1.698
H -3.923 3.583 -2.538
C 1.097 0.504 3.694
C -1.121 -3.592 1.129
*
```

---

(7)
# C22H31N3O4

The molecule C22H31N3O4 (ωB97M-V/def2-TZVPD, the OMol25 dataset).

Results
- Relative energy (zero: lowest compared OMol25 entry of this formula, charge and spin): 13.4 kcal/mol
- LUMO level: 0.5 eV
- Structure (SMILES): CCOC(=O)[C@@]1(CC(=O)N[C@@H](Cc2cccnc2)C2CCCC2)CCCNC1=O
- Total energy: -35979.708 eV

Geometry as ORCA input:
```
! RIJCOSX wB97M-V def2-TZVPD def2/J DEFGRID3
* xyz 0 1
C 2.962 4.390 1.176
H -2.319 -2.961 0.370
N -5.214 -1.249 -1.687
H -6.372 0.439 -1.866
H -5.165 1.711 -0.110
H 0.740 -2.890 -3.408
C -0.872 -1.949 -2.317
H -0.781 2.629 0.190
C -0.823 -1.418 0.261
C -4.850 0.710 -0.371
C 2.756 -0.542 2.272
H 3.053 2.871 -1.842
N -0.688 0.026 0.187
H 0.860 4.683 0.768
C -0.150 -2.038 -0.966
O 1.146 1.614 -1.272
H 1.295 -3.644 -0.692
H 2.963 5.122 -0.846
C 1.240 2.574 0.951
C -2.260 -1.890 0.582
C -0.614 0.781 1.297
H -1.308 -4.591 -1.918
H -1.943 -2.110 -2.197
H -3.948 -2.829 -1.354
H 3.154 5.412 1.506
H -0.230 -1.736 1.126
O -0.828 0.347 2.421
H 4.438 4.269 -0.392
C -5.529 -0.003 -1.346
H -3.254 0.622 1.065
H 3.583 3.739 1.794
H 2.025 -0.688 3.068
C -4.180 -1.806 -1.066
H 0.796 -1.493 -1.070
C 3.353 4.266 -0.285
C -3.778 0.108 0.269
C -3.402 -1.179 -0.096
H 0.324 -5.100 -2.335
C 1.499 4.026 1.369
H 3.684 -1.600 0.647
C -0.270 2.252 1.077
C 2.992 -1.794 1.466
H -0.286 0.436 -0.648
H -0.741 -0.981 -2.802
H -0.224 -3.968 0.119
C -0.282 -4.237 -2.059
H -2.392 -1.774 1.659
O 2.232 0.456 1.369
H -0.645 2.776 1.955
C -0.286 -3.120 -3.105
C 1.716 2.362 -0.490
H 1.207 4.142 2.412
H 3.676 -0.164 2.719
O 2.282 1.951 3.040
C 0.212 -3.536 -0.784
H 3.420 -2.568 2.103
H -0.853 -3.365 -4.003
H 2.059 -2.171 1.047
C 1.991 1.648 1.915
N 2.830 3.034 -0.871
*
```

---

(8)
# C35H52AsO2P3Yb

A structure of composition C35H52AsO2P3Yb (ωB97M-V/def2-TZVPD, the OMol25 dataset).

Results
- Relative energy (zero: lowest compared OMol25 entry of this formula, charge and spin): 20.8 kcal/mol
- LUMO level (spin up / spin down): -9.6 / -9.6 eV
- Total energy: -161443.051 eV

Geometry as ORCA input:
```
! RIJCOSX wB97M-V def2-TZVPD def2/J DEFGRID3
* xyz 3 2
Yb -0.196 1.049 -0.469
C 0.718 3.711 -3.213
C -1.019 -0.405 -4.184
H 0.788 1.409 3.822
H -2.418 4.129 -0.077
C -1.229 -1.191 6.369
O 1.254 1.681 -1.792
H 2.004 -1.270 3.192
H 3.713 0.718 -3.209
H 0.664 4.845 1.619
C 3.809 -0.384 -3.105
H -5.255 -2.883 0.413
H 4.367 -0.353 -1.033
H -4.975 1.543 -1.267
C 2.842 1.722 1.622
H 1.490 -1.322 -2.681
H 0.133 3.076 3.805
H 5.099 -3.456 1.098
C 2.317 -1.980 2.413
H -4.843 -5.274 -0.203
H -1.395 -1.019 7.434
H -3.855 3.437 -2.979
C 3.672 -2.294 2.236
H -2.893 2.702 0.955
C -1.950 -3.130 1.214
H 0.945 -4.047 0.057
H 3.104 6.052 -3.890
H -4.214 3.526 -0.142
C -0.793 -1.625 3.655
H -2.152 3.955 -2.864
H -0.604 -3.264 6.643
H 3.576 -0.976 -3.999
C 1.540 4.241 1.338
C 2.918 3.112 -2.271
P -2.843 2.188 -1.367
H -2.586 -6.309 0.165
C -1.268 -0.378 4.082
C -3.154 3.306 0.052
C 3.069 -3.866 0.472
H 2.423 4.566 1.907
C -4.262 -3.327 0.531
H 4.494 4.478 -2.473
C -2.173 -2.242 -2.488
H -1.836 0.817 5.795
C 1.568 2.831 -2.441
P 1.168 2.472 1.676
H 0.708 5.522 -4.444
C 0.985 2.446 3.505
C 4.040 -3.223 1.253
C 4.142 -0.956 -1.942
C -2.765 -5.250 0.390
H -0.323 3.469 -3.428
C 1.716 -3.546 0.655
H 3.351 -4.620 -0.267
H -2.137 -2.701 -3.490
H -1.603 2.134 -0.815
C 3.457 4.322 -2.723
C -4.024 -4.671 0.197
C -1.475 -0.161 5.452
H -4.124 0.389 -2.380
C 1.345 -2.598 1.615
H -3.375 -1.509 1.331
H 4.167 -2.034 -1.819
C -4.081 0.902 -1.400
H 3.272 1.781 0.613
C -3.216 -2.552 1.048
O -0.692 -0.605 0.823
H -3.969 0.177 -0.573
C -2.819 3.084 -2.896
C 0.588 -1.923 -2.502
H 1.720 4.379 0.259
H 0.730 -2.476 -1.565
H 2.788 0.662 1.917
H -3.176 -1.819 -2.334
H -1.821 0.332 -4.327
C -1.717 -4.478 0.904
H -1.244 -1.303 -4.774
C 2.623 5.157 -3.498
H 1.920 2.814 3.965
C -0.569 -2.665 4.568
H -0.734 -4.905 1.089
H 4.427 -1.830 2.878
H 0.465 -2.640 -3.326
H 3.422 2.294 -1.756
C 1.287 4.862 -3.780
H -1.974 -3.008 -1.729
H 3.471 2.270 2.339
H -0.233 -3.639 4.205
C -0.782 -2.450 5.935
P -0.922 -0.894 -2.423
H -0.064 0.019 -4.515
H -2.575 2.485 -3.785
H -1.470 0.401 3.344
As -0.498 -2.015 1.785
*
```